(1)
# C3HN3O2

C3HN3O2 in the gas phase at a distorted geometry (the ωB97M-V functional and the def2-TZVPD basis, the Open Molecules 2025 dataset).

## Properties
HOMO level	-10.183	eV

Each line ends with the Löwdin charge.
Atoms and positions in Å:
N 2.9412 -0.4507 -0.1825  0.159
C 1.7624 -0.8038 -0.0001  -0.077
C 0.3132 -0.7791 0.1305  -0.232
O -0.5649 -1.7837 0.0749  0.041
N -1.8029 -1.1619 -0.0560  0.078
N -1.6739 0.1737 -0.2587  0.123
C -0.3548 0.4291 -0.1229  -0.316
O 0.0532 1.7710 0.0616  -0.030
H -0.6735 2.6054 0.3533  0.253

***

(2)
# C3HNO2

A molecular structure, C3HNO2 at a distorted geometry (the ωB97M-V functional and the def2-TZVPD basis, the Open Molecules 2025 dataset).

## Properties
HOMO level	-10.046	eV

Each line ends with the Löwdin charge.
Atoms and positions in Å:
O 1.9147 0.4864 0.2993  0.060
C 0.6446 0.6954 0.3198  -0.067
C -0.2597 -0.5153 0.2319  -0.381
O -0.1227 -1.4543 0.9755  0.152
C -1.3851 -0.3933 -0.7125  -0.111
N -2.2495 -0.2539 -1.4688  0.189
H 1.5050 1.5851 0.4437  0.157

***

(3)
# C3HO2S3

3 unconnected molecules or ions with the total composition C3HO2S3 at a distorted geometry (the ωB97M-V functional and the def2-TZVPD basis, the Open Molecules 2025 dataset).

## Properties
net charge	-1
HOMO level	-2.958	eV

Each line ends with the Löwdin charge.
Atoms and positions in Å:
C 1.2988 3.1806 -0.2850  -0.626
C 1.7230 -1.9329 -0.2101  -0.643
C -1.0355 0.4677 0.0583  -1.289
O 1.8615 -1.7620 0.8995  0.164
O 1.7538 -2.1976 -1.2928  0.187
S 1.1074 1.6186 -0.1857  0.490
S -1.1292 -1.1754 -0.2110  0.425
S -2.5242 1.3933 0.3553  0.560
H -3.0557 0.4076 0.8717  -0.267

***

(4)
# C3HO4

A gas-phase ion, C3HO4 (charge -1) at a distorted geometry (the ωB97M-V functional and the def2-TZVPD basis, the Open Molecules 2025 dataset).

## Properties
net charge	-1
HOMO level	-3.644	eV

Each line ends with the Löwdin charge.
Atoms and positions in Å:
C -2.9659 -0.1251 0.1990  -0.705
C -0.4291 -1.3679 0.4340  -0.058
C -1.8176 0.8168 0.1626  -0.226
O -2.7857 -0.6970 -0.9039  -0.023
O -3.8433 -0.3030 1.0527  -0.004
O -0.5727 -0.1304 0.6459  -0.136
O -1.5857 1.8508 -0.3772  0.130
H -1.1824 -1.7431 -0.3727  0.022